Entry 1
Density functional theory data (wB97M-V/def2-TZVPD) for a cluster of 2 separate species, Cl3H3Si2 in total.

```
! wB97M-V def2-TZVPD RIJCOSX def2/J DEFGRID3
* xyz 0 1
Si 2.02 2.10 -1.42
Si -1.41 -1.65 0.94
Cl -1.52 -3.47 1.93
Cl -2.22 -0.33 2.40
Cl -2.90 -1.85 -0.56
H 0.84 2.39 -0.53
H 2.12 0.88 -2.27
H 3.07 1.92 -0.49
*
```

Results
* HOMO-LUMO gap (alpha / beta): 8.557 / 5.509 eV

***

Entry 2
Density functional theory data (wB97M-V/def2-TZVPD) for a cluster of 2 separate species, Cl3H3Si2 in total.

```
! wB97M-V def2-TZVPD RIJCOSX def2/J DEFGRID3
* xyz 0 1
Si 1.49 -0.03 -0.59
Si -1.97 0.62 0.67
Cl -2.18 -0.45 2.40
Cl -3.41 -0.26 -0.58
Cl 1.19 0.31 1.33
H 0.38 -0.69 -1.08
H 1.70 1.24 -1.48
H 2.80 -0.74 -0.67
*
```

Results
* HOMO-LUMO gap: 8.774 eV

***

Going by the computed energies, the most stable comes first: entry 2, entry 1.

***

Entry 1
Density functional theory data (wB97M-V/def2-TZVPD) for a cluster of 2 separate species, CH3ClIN in total.

```
! wB97M-V def2-TZVPD RIJCOSX def2/J DEFGRID3
* xyz 0 1
C 0.25 -0.15 -0.58
N 0.25 0.97 0.20
Cl -0.82 -0.07 -1.98
I -0.75 -2.18 1.27
H 1.09 -0.69 -0.37
H -0.67 1.43 0.29
H 0.66 0.69 1.17
*
```

Results
* HOMO-LUMO gap: 7.123 eV

***

Entry 2
Density functional theory data (wB97M-V/def2-TZVPD) for an isolated molecule of CH3ClIN.

```
! wB97M-V def2-TZVPD RIJCOSX def2/J DEFGRID3
* xyz 0 1
C -0.34 -0.30 -0.08
N 0.74 0.44 0.35
Cl -0.11 -1.26 -1.54
I -2.04 1.17 -0.33
H -0.78 -0.75 0.72
H 1.42 0.50 -0.32
H 1.11 0.21 1.20
*
```

Results
* HOMO-LUMO gap: 9.337 eV
* SMILES: N[C@H](Cl)I

***

Going by the computed energies, the most stable comes first: entry 2, entry 1.

***

Entry 1
Density functional theory data (wB97M-V/def2-TZVPD) for a cluster of 2 separate species, C4H12OS2 in total.

```
! wB97M-V def2-TZVPD RIJCOSX def2/J DEFGRID3
* xyz 0 1
C -0.57 -0.36 -1.62
C -1.65 -1.16 -0.90
C 0.70 -0.20 -0.81
S 0.48 0.32 0.93
S -0.58 2.08 0.73
C 0.74 3.30 0.48
H -0.97 0.64 -1.79
H -0.42 -0.82 -2.59
H -1.21 -2.07 -0.47
H -2.46 -1.44 -1.57
H -2.09 -0.61 -0.07
H 1.40 0.52 -1.22
H 1.24 -1.13 -0.68
H 0.39 4.18 1.00
H 0.89 3.53 -0.56
H 1.64 2.97 0.97
H 0.21 -2.74 2.76
H 1.23 -3.82 2.37
O 1.01 -3.19 3.05
*
```

Results
* HOMO-LUMO gap: 9.613 eV
* SMILES: CCCSSC.O

***

Entry 2
Density functional theory data (wB97M-V/def2-TZVPD) for a cluster of 2 separate species, C4H12OS2 in total.

```
! wB97M-V def2-TZVPD RIJCOSX def2/J DEFGRID3
* xyz 0 1
C -0.65 -0.59 -1.99
C -1.39 -1.69 -1.18
C 0.70 -0.35 -1.35
S 0.46 0.05 0.36
S -0.67 1.79 0.39
C 0.67 2.92 -0.07
H -1.18 0.34 -1.90
H -0.61 -0.94 -3.05
H -0.69 -2.46 -1.02
H -2.23 -2.16 -1.65
H -2.07 -1.40 -0.30
H 1.34 0.40 -1.80
H 1.31 -1.32 -1.22
H 0.28 3.93 0.16
H 0.62 3.07 -1.08
H 1.66 2.75 0.34
H 0.31 -2.91 2.17
H 1.32 -4.00 2.24
O 0.91 -3.33 2.83
*
```

Results
* HOMO-LUMO gap: 9.322 eV
* SMILES: CCCSSC.O

***

Entry 3
Density functional theory data (wB97M-V/def2-TZVPD) for a cluster of 2 separate species, C4H12OS2 in total.

```
! wB97M-V def2-TZVPD RIJCOSX def2/J DEFGRID3
* xyz 0 1
C 2.07 0.50 -0.56
C 2.56 -0.67 -1.40
C 1.58 0.14 0.82
S -0.27 -0.30 0.93
S -0.86 -0.70 -1.00
C -2.54 -0.02 -0.87
H 1.35 1.11 -1.08
H 2.94 1.12 -0.42
H 3.04 -1.44 -0.79
H 3.29 -0.34 -2.13
H 1.72 -1.19 -1.87
H 1.37 1.07 1.36
H 2.08 -0.63 1.39
H -3.04 -0.46 -0.01
H -3.15 -0.23 -1.75
H -2.39 1.05 -0.74
H -3.20 0.16 3.47
H -3.28 0.87 2.13
O -3.26 -0.01 2.52
*
```

Results
* HOMO-LUMO gap: 8.272 eV
* SMILES: CCCSSC.O

***

Entry 4
Density functional theory data (wB97M-V/def2-TZVPD) for a cluster of 2 separate species, C4H12OS2 in total.

```
! wB97M-V def2-TZVPD RIJCOSX def2/J DEFGRID3
* xyz 0 1
S 4.88 -1.28 -2.03
S 3.81 0.45 -1.65
C 4.79 -1.54 -3.79
C 0.00 0.00 0.00
C 2.12 -0.13 -1.59
C 1.18 0.78 -0.72
H 3.86 -2.05 -4.07
H 5.65 -2.17 -4.11
H 4.84 -0.58 -4.32
H -0.67 -0.48 -0.74
H -0.59 0.70 0.61
H 0.42 -0.78 0.66
H 2.14 -1.11 -1.09
H 1.76 -0.29 -2.63
H 0.78 1.60 -1.34
H 1.68 1.23 0.16
O 1.49 1.34 2.98
H 1.78 1.71 3.84
H 0.71 1.88 2.73
*
```

Results
* HOMO-LUMO gap: 9.384 eV
* SMILES: CCCSSC.O

***

Going by the computed energies, the most stable comes first: entry 1, entry 4, entry 3, entry 2.

***

Entry 1
Density functional theory data (wB97M-V/def2-TZVPD) for the ion C3H4N3 with charge +1.

```
! wB97M-V def2-TZVPD RIJCOSX def2/J DEFGRID3
* xyz 1 1
C -0.64 -1.09 0.00
C 1.65 -0.04 -0.10
C -1.14 1.10 -0.08
N 0.63 -0.76 -0.06
N -1.62 -0.13 -0.12
N 2.71 0.48 -0.03
H -0.77 -2.13 0.28
H -1.81 1.94 -0.04
H -2.58 -0.33 0.01
H 3.57 0.97 0.14
*
```

Results
* HOMO-LUMO gap: 7.135 eV

***

Entry 2
Density functional theory data (wB97M-V/def2-TZVPD) for the ion C3H4N3 with charge +1.

```
! wB97M-V def2-TZVPD RIJCOSX def2/J DEFGRID3
* xyz 1 1
C -0.22 -0.84 -0.02
C -0.02 0.60 -0.08
C -1.39 0.58 -0.01
N 2.41 -0.69 -0.14
N 1.12 1.24 0.06
N 2.01 0.35 0.00
H 0.29 -1.27 1.00
H -2.06 0.80 -0.91
H -1.87 0.88 0.88
H -0.29 -1.64 -0.79
*
```

Results
* HOMO-LUMO gap: 9.564 eV
* SMILES: N#[N+]N=C1CC1

***

Entry 3
Density functional theory data (wB97M-V/def2-TZVPD) for the ion C3H4N3 with charge +1.

```
! wB97M-V def2-TZVPD RIJCOSX def2/J DEFGRID3
* xyz 1 1
C -0.52 -0.89 -0.19
C -1.11 -0.75 1.08
C 0.41 -0.01 -0.61
N -0.58 0.35 1.61
N 0.32 1.03 1.34
N 1.26 0.76 -1.20
H -1.11 -1.57 -0.82
H -1.98 -1.33 1.42
H 2.20 0.79 -1.00
H 1.10 1.61 -1.65
*
```

Results
* HOMO-LUMO gap (alpha / beta): 7.175 / 7.174 eV

***

Entry 4
Density functional theory data (wB97M-V/def2-TZVPD) for a structure of composition C3H4N3.

```
! wB97M-V def2-TZVPD RIJCOSX def2/J DEFGRID3
* xyz 1 1
C 1.82 0.42 0.41
C 2.02 -0.71 -0.26
C -1.90 0.40 0.04
N 0.74 -0.92 -0.54
N 0.62 0.92 0.70
N -0.02 0.03 0.02
H 2.79 -1.34 -0.74
H -1.98 1.44 -0.18
H -2.14 -0.33 -0.64
H -1.95 0.09 1.19
*
```

Results
* HOMO-LUMO gap: 8.351 eV

***

Going by the computed energies, the most stable comes first: entry 1, entry 3, entry 2, entry 4.